[1]
77
Properties=species:S:1:pos:R:3:nbo_charge:R:1 method="wB97M-V/def2-TZVPD" s_squared=6.01 multiplicity=5 gap_ev="9.1 / 8.9" total_charge=+2
H -3.89809 3.52968 -0.54588 0.24
H 6.00895 1.56344 -0.76608 0.23
P -2.62908 -0.02641 2.59750 0.77
N 0.31555 0.72824 -4.37245 -0.42
H 2.50475 -3.09118 1.35543 0.24
H 1.23366 1.05168 5.43633 0.24
C -2.17964 -1.56113 1.69453 0.10
H -2.19397 1.41940 5.61155 0.22
C -2.16576 2.13139 -0.65979 -0.07
C -1.51153 0.57245 5.63949 -0.41
C -0.96007 0.38677 3.18642 0.07
C -2.67222 1.10363 1.16943 0.08
H 4.49102 2.11664 -1.44091 0.21
H -1.29482 0.79325 -5.73946 0.20
H -2.15650 -1.28936 -4.95455 0.22
H -5.44139 1.50857 1.85389 0.23
H -4.81596 -2.04842 2.35037 0.23
C 4.94246 1.64581 -0.57025 -0.41
H -2.34766 -2.07077 -2.55704 0.23
H 4.41971 -2.56735 -0.67604 0.19
H 1.81253 2.24195 -4.35708 0.22
H -4.42347 2.57373 2.85287 0.22
C 3.21996 -0.07187 0.13960 0.66
N -1.07686 -1.75880 0.97126 -0.59
H 0.91600 2.03749 -5.84231 0.23
H -0.33352 -3.51019 -0.02508 0.23
H 6.04369 -0.45484 0.79501 0.20
C -2.24941 -3.65528 1.04068 -0.05
H -4.64854 -3.78578 2.07770 0.24
H 6.08728 -0.87769 -0.92718 0.22
C -1.48458 -1.49676 -2.22218 -0.41
N 0.34907 0.67095 -1.94762 -0.72
C -1.11683 -3.06620 0.56426 -0.08
H 2.69480 2.54599 -0.39447 0.22
H -5.26704 3.22069 1.44064 0.24
C -3.29704 2.71876 -0.17298 -0.05
Fe 0.06861 -0.05796 0.22288 1.46
C 0.82588 2.03973 -4.75841 -0.41
H 0.14049 2.84662 -4.48434 0.20
C 1.85812 1.86097 -0.45602 -0.23
N -1.78574 1.12532 0.18292 -0.59
N -3.60840 2.06210 0.98379 -0.30
N -1.07876 -0.61332 -3.28017 -0.41
C 1.44085 1.64408 -1.89995 -0.24
C 5.43382 -0.73674 -0.06829 -0.21
N 4.43793 0.29846 -0.35346 -0.41
H 4.98409 -2.58257 1.00727 0.22
H 2.30753 1.27493 -2.46175 0.19
H -2.62892 -4.65781 0.94568 0.25
C -1.13033 -1.08283 -4.65523 -0.22
H -0.53650 -1.99490 -4.78308 0.19
H -3.96106 -3.05627 3.54088 0.23
C -0.52523 0.09565 -5.39351 -0.21
N -2.91179 -2.69522 1.75254 -0.31
H 1.03830 2.34855 0.08623 0.20
H 1.50194 -1.68153 1.60802 0.22
N 3.32700 -1.33582 0.64850 -0.41
H -0.90355 0.63696 6.53684 0.24
N 0.10158 0.50122 2.40289 -0.57
C -4.75397 2.35156 1.84094 -0.41
H -1.79596 -0.92586 -1.34942 0.21
C -4.15964 -2.90419 2.48182 -0.41
H 1.15534 2.61163 -2.31948 0.20
H 1.63976 -2.40516 -0.03056 0.18
H -1.61766 2.35528 -1.55816 0.24
C -0.09190 0.32148 -3.12497 0.66
C 2.17645 -2.15963 0.89675 -0.41
H -0.69161 -2.20158 -1.94504 0.18
H 2.14914 0.93071 2.83426 0.24
H -2.07715 -0.35591 5.66498 0.22
C 0.71700 0.84757 4.51462 -0.05
N -0.62349 0.59279 4.48189 -0.30
N 2.07941 0.56620 0.18051 -0.74
C 4.57293 -1.95458 0.21905 -0.22
C 1.15652 0.78382 3.22172 -0.07
H 0.08089 -0.20430 -6.24630 0.22
H 4.81261 2.28214 0.30751 0.21

[2]
77
Properties=species:S:1:pos:R:3:mulliken_charge:R:1 method="wB97M-V/def2-TZVPD" s_squared=2.01 multiplicity=3 gap_ev="7.0 / 7.1" total_charge=-1
O -1.85202 2.80368 1.34045 -0.80
C -2.67774 -2.17908 -3.78610 -1.09
C 2.71399 -0.23396 -4.05037 -1.09
O -1.80606 -4.92469 0.82130 -0.77
C 0.22134 3.37503 2.78578 0.09
C 1.20517 0.65636 1.53627 1.19
H 0.40174 3.04003 -3.99813 0.29
H 2.65272 0.84377 -1.11287 0.10
H -3.66703 -2.55858 -4.06058 0.45
C 2.34320 -1.35506 1.80411 -0.38
Ni -0.82517 -1.03601 1.26390 -0.06
C 3.56778 -0.72749 1.84932 -0.88
C 1.11143 2.35103 -4.46849 -1.09
H -2.78823 -1.59383 -2.86815 0.30
H 0.12514 1.58850 3.96319 0.11
H 1.53608 2.21891 -1.13180 -0.04
C -3.11379 -0.12992 2.76203 -0.40
C 0.09761 -3.10165 -2.72209 -0.80
H -1.30679 0.08825 3.75635 0.17
H 3.69712 0.22995 -4.17840 0.34
H -2.62378 -4.88213 -1.72708 0.33
H -3.80537 -0.03103 3.59544 0.40
C 0.79613 3.27196 5.11268 -1.14
H 0.47248 5.27395 1.83458 0.51
H -0.48738 -3.39632 -5.86001 0.33
C -2.83122 -2.81499 0.29867 0.00
C 0.34719 2.64692 3.95756 0.19
H -1.86928 -4.50673 -5.84417 0.31
O -4.81319 -1.59145 1.91550 -0.81
H 2.00744 2.92189 -4.73439 0.31
H 0.50411 -3.94129 -2.15124 0.63
H -3.78936 -3.28899 0.49801 0.45
N -1.77024 -0.60435 3.18441 -0.33
C -0.07709 0.03459 -2.92893 -0.67
H 4.53245 1.19244 1.72244 0.41
C 1.62913 5.29977 6.36406 -1.49
C -2.31465 -5.05562 -2.75900 -0.97
N -2.73194 -1.49338 0.88811 0.19
C 0.55693 4.72405 2.76334 -0.61
O 0.28532 3.32394 0.22262 -0.81
C 0.99641 5.33836 3.92459 -0.72
H 2.42797 2.44024 1.39742 0.40
H -2.98586 0.83760 2.27989 0.07
H 0.89879 2.69671 6.02677 0.30
C 2.41813 1.36986 1.55202 -0.78
C 1.12300 4.62378 5.11470 1.06
H -0.42191 -0.49592 -3.81743 0.08
H 2.83312 -1.09360 -3.38167 0.29
Si 1.50141 0.96063 -3.28270 0.13
H -0.88421 0.69395 -2.59920 0.60
H 0.84311 -2.83341 -3.47472 0.42
H 2.38004 -0.60161 -5.02670 0.30
H -1.85563 -1.45851 3.72444 0.22
C 2.25472 1.65206 -1.73450 -0.25
H 2.70438 5.48092 6.30086 0.30
C -0.98515 -4.18345 -5.28370 -1.17
S -0.42262 2.65622 1.29089 1.35
H 1.14323 6.26532 6.51364 0.37
C 3.58774 0.66168 1.71563 -0.46
H -2.34251 -1.50676 -4.58207 0.31
H 0.65790 1.97609 -5.39130 0.30
H -3.19084 -5.35022 -3.34697 0.32
Si -1.49747 -3.60892 -3.57286 0.38
C -3.66420 -1.14899 1.76945 0.65
H 1.25041 6.39385 3.90783 0.36
H -1.62046 -5.90254 -2.73582 0.26
N 1.19973 -0.68495 1.67134 -0.12
H 4.47545 -1.30226 1.96250 0.41
H 1.44640 4.68679 7.24663 0.35
O -0.65044 -3.05920 1.26246 -0.65
N -0.08946 1.10529 1.37941 -0.32
Te 0.18771 -1.43528 -1.39067 0.10
H 2.24255 -2.43208 1.87266 0.50
H -0.30262 -5.03747 -5.21637 0.30
C -1.70220 -3.70061 0.84156 0.65
H -2.69386 -2.76550 -0.78711 -0.54
H 3.08304 2.32342 -1.98922 0.39

[3]
88
Properties=species:S:1:pos:R:3:mulliken_charge:R:1 method="wB97M-V/def2-TZVPD" gap_ev=8.8 total_charge=0
C 2.07813 32.71950 17.80525 -0.02
O -1.70854 36.79152 21.26093 -0.25
O -5.46368 38.08047 20.38861 -0.45
Cl -1.71983 37.86134 23.73068 -0.20
C 5.15690 34.74822 22.17596 0.61
C -2.11042 33.50475 20.84233 -1.10
H -2.87435 35.47116 21.15393 -0.10
C -2.63312 34.83928 20.29916 0.53
H 0.63481 34.30301 18.20266 0.63
H 0.56189 37.35077 23.55972 -1.92
H 0.30125 38.47135 19.88349 -0.42
H 0.03995 31.78430 21.15292 0.42
Cl 3.06122 31.61654 18.84726 -0.20
C -5.26281 38.40740 21.71400 0.55
O 3.11245 34.39561 15.76178 -0.64
H 5.65080 33.78052 22.08810 0.40
C 2.51190 33.31650 22.18032 0.24
H 1.60705 30.37072 22.93869 0.45
C 3.45803 36.60935 18.21131 -0.06
Cl -4.12311 34.60259 19.37094 -0.18
C 3.39598 34.72368 24.64948 -0.14
H -1.20772 38.62038 20.83931 -0.72
H 2.32330 36.72003 20.01671 -1.88
H 1.36190 32.01739 17.37845 0.56
C 1.37050 31.42691 22.80982 -0.73
Cl 2.40072 33.51701 26.88681 -0.21
Cl -0.49100 33.63699 21.65447 0.17
C 0.08281 38.25338 23.93903 1.89
C 0.57665 39.37314 23.01513 0.64
H 4.23743 37.36534 18.11591 0.61
H 3.62556 34.56668 20.61111 -0.74
H -0.97639 39.58527 17.96390 0.56
C -4.31984 37.39209 19.97659 0.13
H 2.13418 33.02149 24.54754 -0.34
O -6.07270 39.04480 22.40934 -0.63
H -3.56939 38.12364 19.67698 -0.32
H 4.52665 34.83345 23.06119 -0.60
H 0.46971 31.71504 23.35173 0.26
H -4.55953 36.73986 19.13681 0.40
H -1.71455 38.00083 18.42730 0.35
C 4.46016 35.19957 20.91275 0.70
Cl -0.36814 40.86790 23.43191 -0.17
H 1.95848 34.89058 21.42700 -1.29
C 1.58110 35.82520 21.84193 0.32
C -3.90218 36.71582 21.19959 -0.07
H -2.04370 32.74648 20.06215 0.46
Cl 3.84559 36.89550 21.06001 -0.30
C 2.98244 35.25976 16.60864 0.51
H 4.03869 35.25104 25.35440 0.73
C 1.63959 36.94993 20.83389 0.63
C 1.38596 33.67979 18.68792 -1.49
H 0.85265 33.12814 19.46211 0.21
Cl -0.25522 40.71527 20.53082 -0.19
H 1.64600 31.05460 20.64907 0.75
H 3.84685 34.46752 23.69073 -0.28
H 3.77079 32.68736 25.20463 0.35
H -1.89784 35.32461 19.65735 -0.09
O 2.50059 32.28032 22.98753 -0.47
H 5.16137 35.22619 20.07866 0.81
C 2.22109 37.14133 17.52737 0.43
C 1.11706 31.73791 21.31347 -1.00
O -4.22595 37.70568 22.16877 -0.43
C -1.51506 39.02857 18.73073 -0.68
H 3.33318 36.39928 19.27357 0.57
O 0.34581 37.06810 20.38585 -1.04
H -4.36313 35.75994 21.44840 0.61
Cl 1.98352 35.84672 24.32969 -0.19
O 0.24318 35.84877 22.18709 -0.80
H 0.39552 39.16740 21.96017 -1.06
H 2.05588 35.92446 22.81806 0.95
Cl 2.42076 34.77928 19.57380 1.09
H 2.44031 38.17356 17.25435 0.39
C -0.61036 39.04943 20.03484 2.04
Cl 6.60858 35.78687 22.38671 -0.25
H 1.37415 37.10720 18.21267 -0.39
H 2.07186 37.85664 21.25710 0.20
O 2.11176 36.24513 16.49382 -0.37
C -0.48261 36.54512 21.27297 -0.69
O 3.23705 34.33297 22.24208 -0.21
O 3.73366 35.40267 17.64806 -0.26
H -2.85289 33.08047 21.51822 0.44
H -2.81339 36.67455 21.16873 0.33
H 0.22747 38.40119 25.00923 0.63
C 2.92331 33.37280 25.21234 0.29
Cl -3.15666 39.71128 19.08046 -0.25
O 1.69476 33.00227 21.13346 0.46
H 1.62383 39.62748 23.17894 0.49
H 2.77469 33.19220 17.11281 0.02

Record-wise energy above the lowest of the compared OMol25 structures with the same formula, charge and spin values, in kcal/mol: 0.0 0.4 674.2
Record-wise strongest force on any atom values, in eV/A: 0.42 1.05 13.02